1.
Here is 13 unconnected molecules or ions with the total composition C21H68N4O13 from the Open Molecules 2025 dataset. Energies are from wB97M-V/def2-TZVPD.

Geometry (Å):
C1 16.5620 -4.1730 -4.9770
O1 15.4420 -4.3890 -4.1700
H1 16.3270 -4.1040 -6.0130
H2 17.1950 -5.0960 -4.8680
H3 17.2180 -3.3450 -4.5680
H4 14.9060 -3.6240 -4.1820
C2 17.3880 1.3510 1.2110
O2 16.1540 1.5760 0.4970
H5 18.1430 1.8270 0.6730
H6 17.5160 0.2880 1.3090
H7 17.3150 1.8250 2.1760
H8 16.2290 2.3760 -0.0460
C3 19.7820 -0.8040 0.3820
O3 20.3250 0.3570 0.8970
H9 19.1980 -1.5420 0.8850
H10 20.6110 -1.4300 0.0200
H11 19.2550 -0.5470 -0.5030
H12 20.8270 0.7040 0.1170
C4 14.9850 -1.5320 -5.4430
O4 15.5230 -1.1210 -4.2260
H13 14.4850 -0.7010 -5.9540
H14 14.1240 -2.2240 -5.2840
H15 15.8120 -1.9380 -6.0670
H16 15.9320 -0.2370 -4.3130
C5 13.0970 -1.9220 -2.2720
O5 13.3590 -3.2640 -2.4560
H17 12.5920 -1.6680 -1.3320
H18 12.5180 -1.5890 -3.0990
H19 14.1260 -1.4580 -2.2130
H20 13.9350 -3.5340 -1.7560
C6 18.6460 -5.2180 -0.9510
O6 18.3460 -4.4660 -2.1190
H21 18.3070 -4.6990 -0.1010
H22 19.6920 -5.3000 -0.8300
H23 18.2620 -6.2320 -1.0960
H24 18.8200 -4.8210 -2.8960
C7 20.1470 -2.1080 -3.1310
O7 19.0410 -1.2240 -3.2220
H25 19.8870 -3.0580 -3.5300
H26 20.4170 -2.3220 -2.0640
H27 20.9770 -1.7920 -3.7190
H28 18.2670 -1.5800 -2.7710
C8 16.7540 -1.7390 -1.1170
O8 17.0560 -2.2640 0.1100
N1 16.7680 -2.3850 -2.2280
N2 16.4800 -0.4870 -1.1800
H29 17.3420 -3.2890 -2.2560
H30 16.2350 -1.9940 -3.0690
H31 16.4500 0.0270 -0.2720
H32 16.4350 0.0080 -2.0450
C9 15.0940 -5.0280 0.3040
O9 14.1750 -6.0060 0.7290
N3 15.2670 -4.6210 -0.8690
N4 15.9110 -4.5470 1.1930
H33 14.9380 -5.2880 -1.5610
H34 16.0100 -4.0000 -1.1910
H35 15.9080 -4.9440 2.1310
H36 16.5200 -3.7800 0.9780
C10 20.7190 -5.5670 1.6270
C11 20.2710 -4.1840 2.0130
C12 18.8130 -4.1500 2.5670
O10 21.0640 -3.6270 2.7850
H37 21.5090 -5.4950 0.8120
H38 19.9540 -6.3140 1.3190
H39 21.1840 -5.9860 2.5630
H40 20.2460 -3.5120 1.1040
H41 18.7580 -3.8740 3.6560
H42 18.2960 -5.0820 2.6400
H43 18.1390 -3.3640 2.2470
H44 21.9450 -3.6750 2.4550
C13 13.2080 1.1900 -1.3770
C14 12.9970 2.3710 -0.4350
C15 12.5170 3.7050 -0.9860
O11 12.2810 2.1060 0.5660
H45 12.1800 0.9840 -1.9430
H46 13.5250 0.3670 -0.7390
H47 13.9240 1.3730 -2.1850
H48 13.9760 2.5120 -0.0580
H49 13.2230 3.9280 -1.8270
H50 12.4300 4.6000 -0.2340
H51 11.5220 3.5150 -1.4030
H52 11.6280 2.8480 0.6450
C16 14.3380 -1.5860 0.9510
C17 12.9380 -1.5170 1.5930
C18 12.2450 -2.8220 1.3740
O12 12.9420 -1.2590 2.8080
H53 14.3440 -2.2880 0.1490
H54 15.0840 -2.0200 1.6580
H55 14.6560 -0.5770 0.6950
H56 12.4570 -0.7280 1.0470
H57 12.8320 -3.6540 1.6360
H58 11.9310 -2.8020 0.3820
H59 11.3820 -2.8760 1.9770
H60 12.9820 -0.3050 3.0430
C19 15.5570 2.2320 -4.6260
C20 16.8790 2.2360 -3.8430
C21 16.7050 3.0840 -2.5650
O13 17.2150 1.1160 -3.5270
H61 15.0670 3.1850 -4.6320
H62 14.9500 1.3860 -4.3200
H63 15.6220 2.0950 -5.7190
H64 17.6190 2.6040 -4.4900
H65 17.7080 3.1770 -2.0710
H66 16.1460 2.4970 -1.8880
H67 16.2540 4.1040 -2.6830
H68 18.2190 1.1100 -3.3490

Computed properties:
- Kohn-Sham gap: 8.07 eV

Atom charges from the Mulliken analysis, given in e for atoms 1 to 8: -0.543, -0.488, 0.372, 0.192, 0.100, 0.246, -0.539, -0.750

***

2.
Here is 14 unconnected molecules or ions with the total composition C21H70N8O14 from the Open Molecules 2025 dataset. Energies are from wB97M-V/def2-TZVPD.

Geometry (Å):
C1 -0.1130 14.7920 6.9770
C2 -0.9870 14.1690 8.0430
O1 -2.0220 13.5830 7.3700
H1 -0.6870 15.3210 6.2200
H2 0.5200 14.0170 6.5490
H3 0.5460 15.5110 7.3390
H4 -1.3190 14.8160 8.8370
H5 -0.4230 13.3780 8.5590
H6 -2.5450 13.0030 7.9400
C3 0.0810 14.6700 -0.6660
C4 1.4170 14.8460 -1.3120
O2 1.4300 14.2000 -2.5560
H7 -0.1630 13.6560 -0.5750
H8 -0.7170 15.2910 -1.2190
H9 0.0030 15.0930 0.3880
H10 2.1860 14.4770 -0.6540
H11 1.6190 15.9100 -1.4070
H12 1.2810 14.8340 -3.2750
C5 -4.1740 16.8320 0.0320
C6 -3.0730 15.9110 0.3010
O3 -3.3370 15.2840 1.4960
H13 -4.4930 17.3910 0.8970
H14 -5.0380 16.2500 -0.4240
H15 -3.8990 17.5180 -0.7710
H16 -2.1030 16.2900 0.3420
H17 -3.0100 15.1400 -0.4730
H18 -2.5590 14.8550 1.8060
C7 3.2750 17.0770 3.4350
C8 1.7420 17.0540 3.1210
O4 1.1530 15.9470 3.7750
H19 3.4350 17.0640 4.5420
H20 3.7950 17.8770 2.9260
H21 3.8630 16.2180 3.0310
H22 1.5710 16.9300 2.0130
H23 1.2890 17.9980 3.3920
H24 0.2020 16.0010 3.5730
C9 -5.1270 12.5000 6.3550
C10 -6.2450 12.5040 7.3610
O5 -6.7980 13.7950 7.4970
H25 -5.3730 12.3630 5.3040
H26 -4.6550 11.5440 6.4910
H27 -4.3620 13.2800 6.4820
H28 -5.7690 12.1890 8.2690
H29 -7.0180 11.7260 6.9840
H30 -6.2560 14.3360 8.0780
C11 -5.0040 12.9970 -0.0400
C12 -5.4280 11.6740 -0.5940
O6 -6.1990 10.9990 0.3270
H31 -4.5290 12.8920 0.8990
H32 -5.9100 13.5810 0.1830
H33 -4.4120 13.5150 -0.7640
H34 -4.5360 11.0880 -0.7780
H35 -5.9850 11.7020 -1.4670
H36 -5.9100 10.0930 0.2400
C13 -1.9140 18.5810 2.8880
C14 -2.2820 17.3660 3.7190
O7 -1.4600 16.3220 3.4850
H37 -0.8630 18.9050 3.0080
H38 -2.5520 19.4440 3.1160
H39 -2.0820 18.2820 1.8590
H40 -3.2820 17.0820 3.3980
H41 -2.3220 17.5300 4.7830
H42 -1.7780 15.5440 3.9670
C15 -5.4300 15.3100 4.4050
O8 -4.3530 15.3870 5.2230
N1 -6.5770 14.8600 4.7400
N2 -5.4990 15.7100 3.1520
H43 -6.7280 14.3860 5.6840
H44 -7.2810 14.6730 4.0080
H45 -4.5750 15.7110 2.7170
H46 -6.3020 15.5190 2.4940
C16 -4.7410 10.1670 3.7200
O9 -3.8290 10.2980 4.7530
N3 -5.4040 11.1300 3.1630
N4 -5.1410 9.0570 3.2150
H47 -4.9220 12.0590 3.3090
H48 -5.8710 11.0720 2.2620
H49 -4.7100 8.2010 3.6610
H50 -5.6490 8.9300 2.3770
C17 -2.1090 13.1600 3.4300
O10 -3.5150 13.0520 3.3770
N5 -1.3490 13.2370 4.5130
N6 -1.4190 13.3260 2.4000
H51 -1.7300 13.5150 5.4130
H52 -0.3310 12.9900 4.4640
H53 -1.8590 12.9540 1.5650
H54 -0.4470 13.6540 2.4010
C18 1.2710 12.2670 3.3440
O11 0.9120 11.0500 2.7400
N7 1.4010 12.3980 4.6290
N8 1.4280 13.3740 2.6260
H55 1.3190 11.5350 5.1760
H56 1.9220 13.1830 5.0010
H57 1.3930 13.1850 1.6170
H58 1.6990 14.2780 3.0130
C19 0.7410 10.6970 7.1780
O12 1.1760 9.9650 6.0480
H59 0.1560 11.5980 6.9980
H60 1.6980 10.9660 7.6440
H61 0.3810 10.0690 7.9770
H62 0.3450 9.8110 5.5290
C20 -1.0510 8.9570 4.1760
O13 -1.3230 9.9940 5.0910
H63 -0.2810 9.1860 3.4210
H64 -1.9590 8.5400 3.7470
H65 -0.6800 8.0990 4.7580
H66 -2.1970 10.4280 4.9930
C21 -2.4560 10.5510 1.3040
O14 -1.7600 11.4100 0.3900
H67 -3.4270 10.9340 1.5120
H68 -1.8660 10.3800 2.1480
H69 -2.6220 9.5750 0.8710
H70 -0.9240 10.9870 0.1880

Computed properties:
- Kohn-Sham gap: 8.93 eV

Atom charges from the Mulliken analysis, given in e for atoms 1 to 8: -0.059, -0.775, -0.471, -0.137, -0.292, 0.593, 0.443, 0.290

***

3.
Here is a molecular structure, C21H74F6FeN18O22S from the Open Molecules 2025 dataset. Energies are from wB97M-V/def2-TZVPD.

Geometry (Å):
Fe1 -3.0116 -0.2697 -1.7052
C1 -1.1178 -2.7379 -4.9897
F1 -1.0439 -3.5221 -3.9600
F2 -0.0159 -1.9932 -5.0103
F3 -1.0751 -3.4355 -6.1841
S1 -2.6985 -1.7498 -4.8186
O1 -2.7601 -0.7765 -5.9333
O2 -3.7813 -2.7353 -4.8083
O3 -2.6244 -1.0766 -3.4596
C2 -0.1850 -1.3563 -0.4402
O4 -0.0628 0.0389 -0.1994
O5 -1.5266 -1.4726 -1.0034
C3 1.0543 -2.0477 -1.1454
F4 0.9595 -3.4071 -1.0663
F5 1.1102 -1.7095 -2.4315
F6 2.2836 -1.7671 -0.6828
C4 0.7927 0.5469 0.8737
C5 0.7658 2.0955 0.6601
H1 1.6522 2.5813 1.0681
H2 0.7462 2.3396 -0.4020
H3 -0.1688 2.5071 1.0411
H4 1.8422 0.2596 0.8096
H5 0.5458 0.1666 1.8649
H6 -0.1855 -1.7862 0.5614
C6 -6.5823 -2.0357 -0.5033
C7 -5.2032 -1.6021 -0.1775
C8 -4.5623 -2.5989 0.8957
O6 -3.2444 -2.2942 1.2231
C9 -2.4848 -3.0655 2.1617
N1 -4.5106 -1.5918 -1.4708
H7 -6.7725 -3.1008 -0.6356
H8 -6.9582 -1.5155 -1.3842
H9 -7.2145 -1.7830 0.3480
H10 -5.3184 -0.6222 0.2858
H11 -4.6148 -3.6522 0.6204
H12 -5.1289 -2.4626 1.8168
H13 -2.5908 -2.7317 3.1938
H14 -1.4213 -3.1062 1.9264
H15 -2.7920 -4.1102 2.1135
H16 -4.1661 -2.5391 -1.4081
H17 -5.1228 -1.7819 -2.2513
C10 0.6416 6.7216 -2.6112
C11 0.8346 6.2663 -1.1376
C12 -0.3060 6.9886 -0.2086
O7 -0.0088 8.4219 -0.0754
C13 -0.9446 9.1144 0.7319
N2 0.6810 4.7744 -0.8983
H18 -0.2638 6.3698 -3.1057
H19 1.4954 6.5655 -3.2704
H20 0.6006 7.8108 -2.6147
H21 1.7963 6.5079 -0.6849
H22 -0.3066 6.5506 0.7895
H23 -1.3299 6.7589 -0.5035
H24 -1.0226 8.6696 1.7240
H25 -1.9675 9.1534 0.3574
H26 -0.5500 10.0657 1.0888
H27 -0.2336 4.5182 -1.2416
H28 0.6207 4.6896 0.1063
O8 3.0969 3.4348 3.5317
H29 2.6536 4.2829 3.5101
H30 4.0218 3.6441 3.4013
O9 -3.0880 0.6169 0.0851
H31 -3.7014 1.3104 0.3282
H32 -2.5492 0.4887 0.8658
O10 -2.1359 0.0523 2.7921
H33 -2.7431 -0.2666 3.4598
H34 -1.3515 -0.4846 2.9049
O11 -0.7529 4.6283 2.5379
H35 -1.0141 4.1529 3.3265
H36 0.1574 4.8772 2.6982
O12 -2.6459 3.8658 0.6945
H37 -1.8567 4.0477 1.2047
H38 -3.3303 4.3840 1.1181
O13 0.4430 0.7571 -3.8978
H39 0.6409 1.0721 -4.7797
H40 1.2963 0.6923 -3.4689
O14 -1.7669 1.1252 -2.2791
H41 -0.9338 1.0562 -2.7453
H42 -1.8843 2.0642 -2.1351
C14 1.9537 -6.8147 -1.1252
O15 2.1768 -7.9643 -0.9546
N3 2.1886 -5.8804 -0.2617
N4 1.4748 -6.4327 -2.2692
H43 1.9398 -4.9347 -0.5144
H44 2.7435 -6.0662 0.5615
H45 1.2359 -7.1295 -2.9603
H46 1.4701 -5.4487 -2.4968
C15 4.9520 1.2126 0.2890
O16 4.7342 2.1171 -0.4880
N5 5.6906 0.1553 0.0432
N6 4.5920 1.1942 1.5214
H47 6.1729 0.0981 -0.8423
H48 5.8498 -0.4707 0.8197
H49 3.8974 1.8393 1.8700
H50 4.9441 0.4359 2.0881
C16 -3.0134 -5.1300 -1.7732
O17 -3.6904 -4.1303 -2.0048
N7 -1.7226 -5.1902 -1.6596
N8 -3.5223 -6.1634 -1.1888
H51 -1.3975 -4.2412 -1.7776
H52 -1.2807 -5.7820 -0.9707
H53 -2.8932 -6.7771 -0.6909
H54 -4.4508 -5.9932 -0.8296
C17 2.9125 -3.5698 2.7872
O18 1.9119 -4.2884 2.7275
N9 4.0508 -4.1618 2.8477
N10 2.9739 -2.2771 2.7991
H55 4.2254 -5.0883 2.4853
H56 4.8579 -3.6583 3.1871
H57 2.0592 -1.8736 2.6556
H58 3.8511 -1.7889 2.9098
C18 -0.3040 -2.0288 4.7394
O19 -0.1311 -1.3924 3.7223
N11 -1.0951 -1.7494 5.6858
N12 0.2565 -3.2362 4.9547
H59 -1.0495 -2.3739 6.4783
H60 -1.7978 -1.0300 5.5915
H61 0.7824 -3.5717 4.1603
H62 0.3519 -3.7001 5.8467
C19 -0.2598 2.5845 5.1156
O20 -0.1158 3.7183 5.3581
N13 -1.3777 1.9936 5.3821
N14 0.4138 1.8929 4.3559
H63 -1.6059 1.0673 5.0505
H64 -2.0144 2.6045 5.8735
H65 0.0764 0.9677 4.1313
H66 1.1394 2.3293 3.8053
C20 3.5948 -2.6851 -4.4353
O21 3.6283 -3.5866 -5.2473
N15 4.0005 -2.7451 -3.1609
N16 3.3571 -1.4160 -4.7434
H67 4.3927 -3.6577 -2.9779
H68 3.6333 -2.1951 -2.3975
H69 3.4886 -0.7005 -4.0427
H70 3.0955 -1.1892 -5.6922
C21 3.1017 3.8041 -3.0982
O22 3.9755 3.5152 -3.9215
N17 3.2769 4.2012 -1.8477
N18 1.8426 3.6245 -3.2201
H71 2.4490 4.2204 -1.2695
H72 4.1844 3.9464 -1.4849
H73 1.2695 4.0688 -2.5169
H74 1.4518 3.0748 -3.9719

Computed properties:
- ⟨S²⟩: 8.761
- Multiplicity: 6
- Total charge: +1
- Kohn-Sham gap (spin up / spin down): 7.88 / 5.73 eV

Atom charges from the Mulliken analysis, given in e for atoms 1 to 8: 0.270, 0.525, -0.173, -0.208, -0.243, 1.295, -0.673, -0.664

***

4.
Here is 16 unconnected molecules or ions with the total composition C21H74O16 from the Open Molecules 2025 dataset. Energies are from wB97M-V/def2-TZVPD.

Geometry (Å):
C1 -1.8922 -2.0474 2.8412
C2 -2.4735 -3.2152 2.0668
O1 -2.2159 -4.4796 2.7241
H1 -2.4582 -1.8870 3.7648
H2 -1.7665 -1.1478 2.2903
H3 -0.8403 -2.1822 3.1492
H4 -1.9574 -3.3645 1.1043
H5 -3.5209 -3.0043 1.8214
H6 -2.8733 -4.5855 3.4382
C3 0.1758 -1.1044 -0.0395
C4 0.3081 0.3274 0.1832
O2 -0.5143 0.7780 1.2587
H7 0.1042 -1.6069 0.9362
H8 1.0233 -1.5115 -0.5342
H9 -0.6622 -1.3049 -0.6802
H10 0.1572 0.9273 -0.6740
H11 1.3193 0.5083 0.5506
H12 -0.1373 1.5726 1.6522
C5 -1.7033 3.8066 -0.7399
C6 -0.4646 4.5884 -0.7274
O3 -0.6616 5.5735 -1.7211
H13 -1.7488 3.3150 -1.7422
H14 -2.5941 4.4482 -0.5689
H15 -1.6034 3.0777 -0.0178
H16 0.3347 3.9006 -0.9595
H17 -0.3145 4.9943 0.2617
H18 -1.2298 6.2022 -1.2399
C7 1.5346 3.9129 -3.5919
C8 0.2091 3.1426 -3.7676
O4 0.2228 2.4015 -4.9956
H19 2.4264 3.3792 -3.6317
H20 1.4953 4.5304 -2.7054
H21 1.6771 4.5876 -4.4277
H22 -0.5902 3.8484 -3.7266
H23 0.1636 2.4126 -2.9847
H24 0.3737 2.9880 -5.7195
C9 1.5643 -1.6117 -3.4523
C10 1.6514 -0.2077 -3.0233
O5 2.0307 0.5741 -4.0700
H25 2.4885 -1.9994 -3.9250
H26 0.7492 -1.7687 -4.1538
H27 1.2884 -2.2632 -2.6607
H28 2.4646 -0.2587 -2.3592
H29 0.7101 0.0768 -2.5997
H30 1.3355 1.1337 -4.3107
C11 -2.8880 2.9457 2.4345
O6 -1.6815 3.7168 2.4692
H31 -2.7023 1.8614 2.3406
H32 -3.5262 3.1550 1.6004
H33 -3.4129 3.0893 3.2973
H34 -1.9018 4.5755 2.0834
C12 -1.4635 1.2664 4.6853
O7 -0.9348 0.7479 5.8652
H35 -1.6562 0.5114 3.9166
H36 -0.8653 2.1452 4.2776
H37 -2.4812 1.6626 4.9186
H38 0.0590 0.8012 5.8755
C13 3.6778 -2.8049 -1.0388
O8 3.6306 -1.5465 -0.5261
H39 4.0399 -3.4508 -0.3220
H40 4.1806 -2.7804 -2.0080
H41 2.7375 -3.1730 -1.1792
H42 3.1210 -1.6036 0.3123
C14 -2.5925 -3.4843 -2.0350
O9 -1.4039 -3.1378 -2.6694
H43 -3.4285 -2.8739 -2.4173
H44 -2.4119 -3.2682 -0.9782
H45 -2.7388 -4.5619 -2.2084
H46 -1.4653 -2.8971 -3.6231
C15 -0.3787 -5.3030 -0.2271
O10 0.0102 -3.9537 -0.3960
H47 -0.6780 -5.5238 -1.2488
H48 -1.2451 -5.3901 0.4571
H49 0.3703 -5.9920 0.0977
H50 -0.4772 -3.5480 -1.1323
C16 3.2722 2.0574 -0.6367
O11 4.7126 2.1303 -0.4312
H51 2.6913 2.4961 0.1663
H52 3.0369 0.9823 -0.7470
H53 2.9787 2.5165 -1.5731
H54 5.0108 1.4423 0.2136
C17 -3.5057 -0.5929 -0.2463
O12 -2.7824 0.5922 -0.3124
H55 -4.1312 -0.5080 0.5958
H56 -2.8391 -1.4047 -0.0402
H57 -4.2795 -0.7277 -1.0533
H58 -2.0532 0.5039 0.3342
C18 -1.9858 0.4012 -3.2868
O13 -1.1788 0.1075 -4.4091
H59 -1.7982 -0.4661 -2.6092
H60 -3.0137 0.3854 -3.4080
H61 -1.7741 1.3188 -2.7492
H62 -0.8229 0.9490 -4.6591
C19 1.4838 -3.9263 2.6553
O14 1.9515 -3.3919 1.4401
H63 0.7352 -4.6425 2.3955
H64 0.9435 -3.2099 3.2571
H65 2.1840 -4.4611 3.3307
H66 1.3470 -3.7680 0.7924
C20 1.8794 -0.6281 3.5315
O15 2.8038 -1.1770 2.6731
H67 2.1554 0.3827 3.8126
H68 1.7470 -1.2797 4.4220
H69 0.9413 -0.5371 3.0281
H70 2.3557 -1.9393 2.3405
C21 2.4680 2.8145 2.7539
O16 1.0960 2.7157 2.4371
H71 3.0189 3.5027 2.0787
H72 2.9799 1.8688 2.7707
H73 2.5766 3.2652 3.7500
H74 0.7158 3.5849 2.4676

Computed properties:
- Kohn-Sham gap: 9.36 eV

Atom charges from the Mulliken analysis, given in e for atoms 1 to 8: 0.106, 0.674, -0.551, 0.636, -0.676, -0.058, -0.768, 0.418